# 1
Density functional theory data (ωB97M-V/def2-TZVPD) for a molecular structure, C21H19InN11O3S2.

The geometry in XYZ format:
```
57
Properties=species:S:1:pos:R:3
In 0.52 -0.07 0.33
O 1.34 1.86 0.43
C 1.81 2.68 -0.49
C 2.60 3.77 -0.07
C 3.12 4.67 -0.96
C 2.90 4.53 -2.33
C 2.13 3.48 -2.76
C 1.57 2.54 -1.88
C 0.76 1.46 -2.42
N 0.28 0.38 -1.79
C -0.39 -0.39 -2.72
C -0.33 0.22 -3.92
N 0.39 1.38 -3.71
H 2.79 3.85 1.00
H 3.73 5.49 -0.59
H 3.32 5.23 -3.03
H 1.98 3.37 -3.83
H -0.88 -1.31 -2.45
H -0.74 -0.04 -4.88
H 0.59 2.07 -4.41
N 0.23 0.92 2.65
N -0.63 2.02 2.64
C -1.44 2.20 1.57
N -2.15 3.33 1.54
N -1.49 1.19 0.71
N -2.46 1.17 -0.28
O -3.14 2.15 -0.53
O -2.56 0.11 -0.85
H 0.10 0.37 3.49
H 1.20 1.23 2.56
H -0.38 2.83 3.19
H -2.07 4.01 2.27
H -2.77 3.47 0.75
N -0.96 -4.15 0.58
C -1.99 -3.65 1.37
C -3.04 -4.29 2.01
C -3.89 -3.48 2.75
C -3.68 -2.10 2.83
C -2.64 -1.48 2.18
C -1.78 -2.27 1.42
N -0.64 -1.97 0.67
C -0.19 -3.11 0.21
C 1.02 -3.23 -0.59
C 1.68 -4.36 -0.97
S 3.03 -3.94 -1.91
C 2.69 -2.29 -1.66
N 1.60 -2.06 -0.99
H -0.82 -5.11 0.32
H -3.19 -5.36 1.95
H -4.72 -3.93 3.27
H -4.37 -1.51 3.42
H -2.49 -0.41 2.26
H 1.45 -5.39 -0.76
H 3.32 -1.51 -2.06
S 4.46 -2.30 1.43
C 3.11 -1.45 1.49
N 2.11 -0.82 1.54
```

Computed properties:
**Charge**: +1
**Orbital gap**: 7.6 eV

Charges per atom according to Löwdin partitioning, unit e: In 0.8116; O -0.1727; C -0.3246; C -0.0087; C -0.0687; C -0.0859; C -0.0405; C -0.0830; C -0.2268; N 0.0229; C -0.1263; C -0.0435; N 0.1296; H 0.1162; H 0.1106; H 0.1058; H 0.1035; H 0.1123; H 0.1237; H 0.1519; N 0.0217; N 0.0236; C -0.3812; N 0.2287; N 0.0842; N -0.3981; O 0.0672; O 0.0719; H 0.1214; H 0.0827; H 0.1626; H 0.1324; H 0.1021; N 0.2039; C -0.1641; C 0.0006; C -0.0658; C -0.0630; C -0.0112; C -0.1847; N 0.1171; C -0.2351; C -0.3160; C -0.3089; S 1.0855; C -0.4313; N -0.0187; H 0.1743; H 0.1188; H 0.1119; H 0.1103; H 0.0902; H 0.0861; H 0.1033; S 0.6222; C -0.9439; N -0.0079

---

# 2
Density functional theory data (ωB97M-V/def2-TZVPD) for 2 unconnected molecules or ions with the total composition C21H19N6O10 in a non-equilibrium geometry.

The geometry in XYZ format:
```
56
Properties=species:S:1:pos:R:3
C 4.91 3.59 1.56
N 4.64 3.53 0.13
C 5.87 3.33 -0.63
C 3.44 2.93 -0.31
C 2.30 3.72 -0.61
C 1.11 3.12 -1.00
C 1.03 1.73 -1.14
C -0.26 1.04 -1.57
C -1.28 0.93 -0.51
C -0.96 0.38 0.77
O 0.14 -0.01 1.15
O -2.04 0.22 1.64
C -3.23 0.98 1.34
C -4.19 0.28 0.39
C -3.92 1.15 2.69
O -2.85 2.26 0.82
C -2.06 2.17 -0.32
O -1.97 3.16 -1.03
C 2.16 0.96 -0.87
C 3.35 1.54 -0.45
H 4.02 3.92 2.10
H 5.23 2.61 1.96
H 5.73 4.30 1.71
H 5.68 3.50 -1.70
H 6.60 4.05 -0.27
H 6.28 2.32 -0.50
H 2.38 4.80 -0.54
H 0.22 3.72 -1.19
H -0.72 1.63 -2.37
H -0.02 0.02 -1.91
H -3.72 0.09 -0.58
H -4.51 -0.67 0.83
H -5.06 0.93 0.25
H -3.21 1.50 3.45
H -4.76 1.85 2.62
H -4.29 0.17 3.01
H 2.11 -0.12 -0.98
H 4.20 0.90 -0.23
O -1.69 -7.49 -1.68
N -1.15 -6.41 -1.60
C -1.49 -5.15 -1.14
C -0.39 -4.32 -1.37
N 0.64 -4.99 -1.96
O 0.16 -6.26 -2.13
C -0.33 -3.01 -0.78
N 0.98 -2.30 -0.95
O 1.17 -1.75 -2.06
O 1.80 -2.32 -0.02
C -1.38 -2.54 0.02
C -2.45 -3.42 0.26
N -3.36 -3.41 1.33
O -3.72 -2.56 2.13
O -3.89 -4.71 1.43
N -3.40 -5.52 0.44
C -2.55 -4.72 -0.29
H -1.31 -1.66 0.63
```

Computed properties:
**Charge**: -1
**ΔE to the lowest compared entry with this formula, charge and spin**: 0.0 kJ/mol
**Orbital gap**: 4.8 eV

Charges per atom according to Löwdin partitioning, unit e: C -0.0952; N -0.2515; C -0.1025; C -0.2734; C -0.0154; C -0.0245; C -0.1805; C -0.1144; C -0.1188; C -0.4902; O 0.0629; O 0.0219; C -0.5440; C -0.0024; C 0.0076; O 0.0550; C -0.4489; O 0.0416; C -0.0430; C -0.0123; H 0.0872; H 0.0801; H 0.0703; H 0.0865; H 0.0709; H 0.0732; H 0.1033; H 0.1031; H 0.1223; H 0.0845; H 0.0835; H 0.0660; H 0.0974; H 0.0921; H 0.0883; H 0.0804; H 0.0700; H 0.1107; O 0.0787; N -0.1574; C -0.0411; C -0.1500; N 0.1615; O 0.0347; C -0.0247; N -0.2912; O 0.0564; O 0.1117; C 0.1470; C -0.0652; N -0.1484; O 0.0797; O 0.0378; N 0.1448; C -0.1188; H 0.1028

---

# 3
Density functional theory data (ωB97M-V/def2-TZVPD) for a molecular structure, C21H20BeClN3O3S3Si.

The geometry in XYZ format:
```
53
Properties=species:S:1:pos:R:3
Be 0.00 -0.80 -2.42
S 1.97 -0.29 -3.59
C 0.88 -0.86 -4.80
S -0.41 -1.88 -4.24
C 1.02 -0.52 -6.15
C 0.16 -1.05 -7.17
N -0.48 -1.48 -8.03
C 2.02 0.40 -6.60
N 2.80 1.16 -6.99
C -1.84 -1.87 3.58
Si -0.36 -2.82 2.94
C 1.05 -2.42 4.13
C -0.76 -4.65 3.16
C 0.37 -2.64 1.22
C 1.56 -3.30 1.02
C 2.20 -3.28 -0.22
C 1.63 -2.53 -1.21
N 0.49 -1.83 -1.07
C -0.23 -1.93 0.12
S -1.79 -1.25 0.22
H -2.20 -2.35 4.50
H -2.64 -1.84 2.84
H -1.57 -0.84 3.81
H 0.74 -2.56 5.17
H 1.35 -1.37 4.00
H 1.93 -3.04 3.95
H -1.08 -4.86 4.19
H 0.12 -5.27 2.94
H -1.56 -4.95 2.49
H 2.02 -3.85 1.84
H 3.13 -3.82 -0.40
H 2.10 -2.44 -2.19
C -0.25 5.94 0.36
C -0.60 4.57 0.88
C -1.14 4.38 2.14
C -1.46 3.10 2.59
Cl -2.14 2.90 4.19
C -1.25 2.00 1.78
C -0.71 2.18 0.51
C -0.38 3.45 0.06
O 0.15 3.72 -1.15
C 0.43 2.61 -2.00
C -0.83 1.83 -2.39
O -1.84 2.44 -2.69
O -0.71 0.55 -2.31
H -0.51 6.70 1.09
H -0.78 6.14 -0.57
H 0.81 6.01 0.14
H -1.31 5.23 2.79
H -1.53 1.00 2.10
H -0.57 1.30 -0.11
H 1.16 1.94 -1.54
H 0.86 3.03 -2.90
```

Computed properties:
**Charge**: -2
**ΔE to the lowest compared entry with this formula, charge and spin**: 38.1 kJ/mol
**Orbital gap**: 6.6 eV

Charges per atom according to Löwdin partitioning, unit e: Be -0.1222; S 0.6240; C -1.1095; S 0.6470; C -0.4016; C -0.2901; N 0.0997; C -0.2934; N 0.0980; C -0.2164; Si 0.4968; C -0.1932; C -0.1894; C -0.2735; C -0.1247; C -0.0885; C -0.1637; N -0.0218; C -0.7417; S 0.6073; H 0.0249; H -0.0137; H 0.0191; H 0.0233; H 0.0325; H 0.0141; H 0.0204; H 0.0203; H 0.0321; H 0.0878; H 0.0893; H 0.0493; C -0.0431; C -0.2010; C -0.0898; C -0.6661; Cl 0.5878; C -0.0988; C 0.0148; C -0.2318; O -0.0254; C -0.0855; C -0.5911; O 0.0787; O -0.1119; H 0.0678; H 0.0846; H 0.0806; H 0.0991; H 0.0658; H 0.0734; H 0.1159; H 0.1334

---

# 4
Density functional theory data (ωB97M-V/def2-TZVPD) for a molecular structure, C21H20Br39FO5 in a non-equilibrium geometry.

The geometry in XYZ format:
```
86
Properties=species:S:1:pos:R:3
C 7.22 -0.82 -1.45
C 6.46 0.59 -1.25
O 6.80 1.36 -0.33
O 5.40 0.82 -2.17
C 4.32 1.59 -1.57
C 3.54 0.83 -0.38
C 2.17 0.27 -0.98
C 0.86 0.84 -0.93
F 0.50 2.05 -0.29
C -0.14 -0.11 -1.73
O -1.37 -0.20 -1.73
O 0.71 -0.92 -2.57
C 1.91 -1.07 -1.81
O 2.71 -2.03 -1.70
H 7.59 -0.93 -2.52
H 6.40 -1.62 -1.32
H 8.03 -0.97 -0.66
H 4.73 2.61 -1.26
H 3.56 1.78 -2.42
H 3.26 1.64 0.38
H 4.17 0.03 0.15
C -2.69 3.69 1.33
Br -2.39 5.53 0.80
Br -2.70 2.49 -0.19
Br -1.44 3.12 2.70
H -3.69 3.65 1.77
C -4.03 -1.96 -3.59
Br -5.15 -3.54 -3.55
Br -3.19 -1.72 -5.33
Br -5.00 -0.37 -3.04
H -3.23 -2.11 -2.87
C -0.23 -3.82 0.58
Br 0.11 -1.99 0.03
Br -0.25 -5.03 -0.94
Br 1.01 -4.40 1.95
H -1.22 -3.84 1.02
C -3.49 -3.30 3.93
Br -3.19 -1.46 3.40
Br -3.49 -4.50 2.40
Br -2.24 -3.87 5.29
H -4.48 -3.35 4.37
C -5.68 -4.04 8.01
Br -5.37 -2.19 7.50
Br -5.69 -5.22 6.47
Br -4.44 -4.63 9.37
H -6.68 -4.08 8.45
C 4.19 -0.22 -5.79
Br 5.97 -0.66 -6.43
Br 3.78 -1.10 -4.12
Br 3.93 1.70 -5.69
H 3.49 -0.60 -6.53
C 6.29 5.48 -1.76
Br 7.14 6.52 -0.36
Br 7.46 4.10 -2.45
Br 4.58 4.77 -1.18
H 6.08 6.16 -2.58
C -8.71 -1.79 -4.51
Br -9.83 -3.37 -4.46
Br -7.87 -1.55 -6.25
Br -9.67 -0.20 -3.95
H -7.90 -1.95 -3.79
C -5.89 1.25 4.92
Br -7.03 -0.31 4.87
Br -4.96 1.51 3.24
Br -6.86 2.84 5.46
H -5.13 1.07 5.68
C 2.19 1.16 4.16
Br 1.70 0.43 2.43
Br 3.15 2.84 3.97
Br 0.66 1.32 5.33
H 2.88 0.46 4.62
C 8.11 2.61 -7.24
Br 7.73 3.16 -5.42
Br 8.92 4.04 -8.28
Br 9.17 0.99 -7.30
H 7.16 2.38 -7.71
C -3.74 -2.54 12.53
Br -3.73 -4.11 13.67
Br -5.24 -1.38 12.91
Br -2.05 -1.59 12.59
H -3.86 -2.90 11.51
C -2.45 2.02 -7.09
Br -3.35 2.63 -5.48
Br -3.08 2.95 -8.67
Br -0.52 2.13 -6.91
H -2.70 0.97 -7.22
```

Computed properties:
**Orbital gap**: 8.7 eV

Charges per atom according to Löwdin partitioning, unit e: C 0.0156; C -0.4318; O 0.0347; O -0.1369; C -0.2267; C -0.0841; C -0.0598; C -0.0977; F -0.0170; C -0.4457; O 0.0312; O 0.0131; C -0.5338; O -0.0265; H 0.0905; H 0.0935; H 0.0922; H -0.0429; H 0.1219; H 0.0940; H 0.1377; C -1.6174; Br 0.5740; Br 0.6031; Br 0.5318; H -0.0801; C -1.5878; Br 0.5763; Br 0.5671; Br 0.5603; H -0.0381; C -1.5241; Br 0.8985; Br 0.5988; Br 0.5816; H -0.1108; C -1.5947; Br 0.5496; Br 0.6117; Br 0.5479; H -0.0733; C -1.5739; Br 0.5493; Br 0.5852; Br 0.6083; H -0.0221; C -1.5454; Br 0.5642; Br 0.7784; Br 0.5674; H -0.0246; C -1.5417; Br 0.5840; Br 0.5758; Br 0.6967; H -0.0210; C -1.6325; Br 0.5553; Br 0.5441; Br 0.5553; H -0.0771; C -1.5921; Br 0.5406; Br 0.5549; Br 0.5818; H -0.0254; C -1.5795; Br 0.6423; Br 0.5766; Br 0.5558; H -0.0240; C -1.6063; Br 0.4972; Br 0.5671; Br 0.5348; H -0.0357; C -1.6343; Br 0.5512; Br 0.5548; Br 0.5582; H -0.1124; C -1.6252; Br 0.5446; Br 0.5630; Br 0.5438; H -0.0533

---

Number 1: DFT total energy -71458.4472 eV, HOMO energy -10.30 eV. Number 2: DFT total energy -51489.9804 eV, HOMO energy -4.29 eV. Number 3: DFT total energy -86029.2044 eV, HOMO energy -2.48 eV. Number 4: DFT total energy -2766705.3114 eV, HOMO energy -10.14 eV.